# 1
20
Properties=species:S:1:pos:R:3:forces:R:3 method="wB97M-V/def2-TZVPD" orbital_gap_ev=9.25 e_above_lowest_kj_mol=310.7 e_lumo_ha=0.031
C -1.55890 0.88984 -0.08667 -1.84 0.49 0.06
C 2.16436 0.44982 -0.78124 -3.24 1.28 -2.44
C 0.15288 0.72256 1.82780 -4.69 1.51 -4.84
C -1.65619 -1.86000 -0.13386 0.29 -0.41 -0.36
C 0.68580 0.92661 -0.90531 1.88 2.32 0.19
C -0.30722 0.19183 -0.07550 1.44 3.27 3.78
N -2.61353 1.36310 -0.05055 0.89 -0.14 -0.06
N -0.42347 -1.10410 -0.37509 -0.61 -3.00 -0.46
H 2.77674 1.01217 -1.44178 0.62 0.34 -0.50
H 2.09909 -0.53614 -1.06219 0.47 -2.49 -1.21
H 2.51284 0.40950 0.14086 1.68 0.48 4.45
H -0.82812 0.48870 2.25258 0.63 0.31 0.42
H 0.97130 0.36041 2.23508 3.68 -2.64 1.82
H 0.36762 1.77660 1.65340 -0.66 0.13 0.20
H -1.80862 -2.17132 0.93839 0.05 0.27 -1.00
H -2.51495 -1.27136 -0.51306 0.47 -0.34 0.49
H -1.56611 -2.73101 -0.81631 -0.31 0.19 0.78
H 0.62595 2.08630 -0.61176 -0.06 -2.51 -1.26
H 0.48826 0.61639 -1.94200 -0.56 1.12 -0.03
H 0.43224 -1.61990 -0.25278 -0.12 -0.18 -0.02

=====

# 2
20
Properties=species:S:1:pos:R:3:forces:R:3 method="wB97M-V/def2-TZVPD" orbital_gap_ev=9.47 e_above_lowest_kj_mol=15.6 smiles=Cc1c[nH]cn1.CC e_lumo_ha=0.032
C -0.77529 -0.42439 1.67745 -0.13 -0.24 0.76
C 0.29635 0.58069 1.92943 -0.06 0.22 -0.25
C 1.59938 0.43966 2.31615 -0.83 -0.92 -0.58
N 2.09530 1.71304 2.42052 0.96 -0.59 0.10
C 1.09509 2.55677 2.08845 0.03 0.57 -0.05
N 0.00088 1.91696 1.79139 -0.21 0.06 0.08
H -1.42375 -0.45608 2.55760 -0.11 0.04 -0.03
H -0.41797 -1.44730 1.56143 0.20 0.10 -0.23
H -1.40896 -0.13616 0.84645 0.10 0.02 -0.24
H 2.13177 -0.50310 2.35441 0.35 0.51 0.36
H 3.07283 1.89872 2.59241 -0.34 0.34 0.00
H 1.21527 3.63147 2.07162 0.04 -0.13 0.05
C -1.54233 -0.92547 -3.38438 0.25 0.38 -0.29
C -0.30737 -1.46132 -2.67318 -0.54 -0.78 0.45
H -1.68322 -1.48133 -4.31326 -0.25 -0.11 0.12
H -2.42769 -1.01103 -2.75230 0.01 -0.10 -0.12
H -1.46698 0.11891 -3.69086 0.15 0.07 0.17
H -0.07526 -0.98917 -1.72180 0.09 0.49 -0.13
H 0.57684 -1.53948 -3.29480 0.13 0.30 -0.13
H -0.55489 -2.48137 -2.37673 0.15 -0.25 -0.05

=====

# 3
20
Properties=species:S:1:pos:R:3:forces:R:3 method="wB97M-V/def2-TZVPD" orbital_gap_ev=8.98 e_above_lowest_kj_mol=460.6 smiles="C=NN(C)C(=C)CC" e_lumo_ha=0.039
C -1.27880 2.39744 -0.18358 1.91 0.95 0.38
N -0.63951 1.32944 -0.24716 -0.15 -2.92 -0.08
N 0.58319 0.92156 -0.08187 -1.47 -5.62 -0.64
C 1.71338 1.53109 0.46373 1.02 0.80 -1.43
C 0.60925 -0.81527 -0.17108 0.65 6.25 -0.24
C 1.25359 -1.26518 -1.20019 0.61 -0.96 -2.61
C -0.25527 -1.42102 0.81167 -2.13 2.01 -1.01
C -1.65875 -1.70756 0.13997 0.75 2.31 1.69
H -2.27281 2.30888 -0.43417 -2.17 0.26 -0.46
H -0.80607 3.32269 0.00349 0.26 1.39 0.43
H 1.80388 1.62771 1.53538 -0.24 0.03 0.56
H 2.56228 0.94987 0.05029 -0.16 0.62 0.47
H 1.65669 2.48993 -0.04807 0.92 0.70 0.51
H 1.64560 -0.87931 -2.19523 -0.37 0.53 2.05
H 1.20773 -2.32225 -1.29073 0.11 -1.19 0.08
H 0.08049 -2.31756 1.08247 1.75 -3.86 1.01
H -0.20949 -0.84830 1.73597 -0.76 0.35 -0.12
H -1.72993 -2.66261 -0.24207 0.28 -2.17 -0.87
H -2.39260 -1.63792 0.91649 -0.74 0.19 0.32
H -1.87284 -1.00165 -0.64531 -0.08 0.34 -0.04

=====

# 4
20
Properties=species:S:1:pos:R:3:forces:R:3 method="wB97M-V/def2-TZVPD" orbital_gap_ev=9.33 e_above_lowest_kj_mol=67.9 smiles=Cc1c[nH]cn1.CC e_lumo_ha=0.029
C -0.24725 1.37904 2.40428 -0.40 0.22 0.40
C -1.19200 0.91467 1.32582 2.02 0.32 0.04
C -1.23419 1.36967 0.03374 -0.96 -0.11 0.09
N -2.21749 0.61479 -0.55410 -0.31 -1.37 -0.82
C -2.58955 -0.36282 0.32375 1.01 0.65 0.92
N -1.96122 -0.18771 1.47990 -1.10 -0.37 -0.48
H -0.18837 0.65254 3.21540 -0.08 -0.14 -0.19
H -0.61513 2.30109 2.86819 0.09 -0.02 -0.11
H 0.77133 1.56628 2.05784 -0.16 -0.03 -0.20
H -0.69474 2.07190 -0.56913 0.09 0.41 0.28
H -2.45991 0.59296 -1.53745 0.14 0.18 0.33
H -3.18129 -1.23508 0.11096 -0.35 0.24 -0.27
C 2.32055 -1.66844 -1.93979 -2.35 1.31 -0.56
C 1.75794 -0.85360 -0.72952 0.32 0.14 -1.11
H 1.53381 -1.48166 -2.68555 0.21 0.01 -0.33
H 3.17497 -1.15006 -2.37057 0.47 -0.83 0.19
H 2.22642 -2.75185 -1.92975 1.16 -0.05 0.65
H 1.16145 -0.04344 -1.15886 -0.21 -0.12 0.08
H 2.54933 -0.28935 -0.23973 0.01 -0.59 0.73
H 1.08534 -1.43896 -0.10545 0.38 0.13 0.37